Here is a structure of composition C20H40BrF3IN4 from the OMol25 dataset. Energies are from ωB97M-V/def2-TZVPD.

Its HOMO energy is -12.975 eV.

```
! RIJCOSX wB97M-V def2-TZVPD def2/J DEFGRID3
* xyz 1 1
C -1.98560 -2.82839 0.52599
C -3.35611 -2.99542 -0.14968
C -3.41425 -4.16631 -1.13578
C -2.33651 -4.13191 -2.22493
C -2.30059 -2.83009 -3.02626
C -1.04744 -2.60958 -3.88104
C 0.26333 -2.89171 -3.14587
C 1.50939 -2.24671 -3.78123
C 2.22324 -1.33228 -2.78643
C 1.37236 -0.09918 -2.43628
C 1.44830 0.32974 -0.96409
C 0.09769 0.88486 -0.52418
N 0.10140 1.35675 0.89154
C 0.58951 2.53458 1.19911
N 0.98835 3.37799 0.19545
C -0.03196 4.03602 -0.68701
N 0.39387 4.19925 -2.05300
N 0.75063 2.88145 2.55185
I -0.60340 4.38695 2.98772
C 2.15170 3.27708 2.89754
C 2.63927 2.50454 4.11461
C 4.06760 2.86268 4.45483
F 4.13642 4.00898 5.13586
F 4.64643 1.92834 5.18564
F 4.81209 3.03012 3.34733
C -0.39079 0.36576 1.88101
Br 1.11375 -0.41256 2.82739
C -1.56921 0.83454 2.74425
C -1.37203 0.86974 4.25409
H -2.07804 -2.61426 1.59397
H -1.37985 -3.73415 0.43383
H -1.39555 -2.02774 0.06305
H -4.12255 -3.14527 0.61521
H -3.63441 -2.07061 -0.66415
H -4.40632 -4.19611 -1.59719
H -3.29370 -5.09422 -0.56617
H -2.51478 -4.96426 -2.91431
H -1.36194 -4.32169 -1.76574
H -3.18256 -2.79971 -3.67576
H -2.39543 -1.97151 -2.34955
H -1.04253 -1.55890 -4.19960
H -1.09520 -3.19441 -4.80599
H 0.16542 -2.50855 -2.11760
H 0.40147 -3.97074 -3.04447
H 2.21215 -3.00464 -4.13309
H 1.20095 -1.66017 -4.65492
H 2.40382 -1.90869 -1.87154
H 3.19820 -1.02489 -3.17275
H 0.32469 -0.31676 -2.68325
H 1.66101 0.74290 -3.07341
H 1.69278 -0.53154 -0.33490
H 2.22364 1.08310 -0.80184
H -0.23508 1.68079 -1.17934
H -0.65125 0.09410 -0.56776
H 1.61647 4.07798 0.57464
H -0.94641 3.44517 -0.63072
H -0.24303 5.01040 -0.23913
H 1.39424 4.07072 -2.15478
H -0.04894 3.52946 -2.67154
H 2.81401 3.09680 2.04699
H 2.19547 4.34709 3.11365
H 2.03012 2.74815 4.98798
H 2.58966 1.42896 3.95650
H -0.70152 -0.47363 1.27212
H -1.88106 1.81604 2.38271
H -2.39358 0.15364 2.51396
H -1.24238 -0.13403 4.65978
H -0.51190 1.47628 4.54246
H -2.26354 1.29966 4.71422
*
```

Atomic partial charges in e from the Mulliken method, atoms 1 to 5: 0.011 -0.777 -1.092 -0.409 -0.457



Here is a cluster of 7 separate species, C20H40Cl8O9 in total from the OMol25 dataset. Energies are from ωB97M-V/def2-TZVPD.

Its HOMO energy is -10.471 eV. The value obtained for the energy above the lowest of the compared OMol25 structures with the same formula, charge and spin is 1.776 eV. As for the structure (SMILES): CCOC(=O)OC.CCOC(=O)OC.CCOC(=O)OC.ClCCCl.ClCCCl.ClCCCl.ClCCCl.

```
! RIJCOSX wB97M-V def2-TZVPD def2/J DEFGRID3
* xyz 0 1
C 11.85882 12.12233 15.79882
C 12.78159 11.91848 14.54193
O 11.92551 11.92247 13.41911
C 12.44394 11.71715 12.17762
O 13.62958 11.50652 12.02946
O 11.44488 11.71650 11.24415
C 11.73466 11.21816 9.95043
H 11.03054 11.41461 15.83332
H 11.35469 13.08588 15.87317
H 12.42984 11.91041 16.70278
H 13.26621 10.94873 14.65510
H 13.64214 12.58669 14.50935
H 12.13243 12.00281 9.30683
H 10.77942 10.94401 9.50271
H 12.33629 10.31033 9.99509
C 13.87473 9.44885 18.57116
C 15.03382 8.53699 18.09760
O 14.45551 7.30049 17.73381
C 13.78924 7.13713 16.61360
O 13.47671 8.04690 15.80987
O 13.50119 5.88511 16.49525
C 12.79082 5.44357 15.33967
H 14.24383 10.47306 18.62466
H 13.37474 9.04254 19.45038
H 13.10928 9.53370 17.79981
H 15.78840 8.37313 18.86692
H 15.59733 8.99763 17.28621
H 13.23593 5.79030 14.40706
H 11.80058 5.89678 15.38575
H 12.66678 4.36196 15.39299
C 6.71288 9.29415 27.08437
C 7.34593 8.89215 25.73883
O 8.22498 9.88567 25.22304
C 7.70320 10.83063 24.47202
O 6.54262 10.97463 24.12246
O 8.63611 11.68082 23.96379
C 10.01165 11.63067 24.36105
H 5.83427 8.67118 27.25186
H 6.34718 10.31287 26.95568
H 7.40760 9.21437 27.92049
H 6.65284 8.58624 24.95516
H 7.99804 8.04126 25.93592
H 10.42634 10.65433 24.61181
H 10.14677 12.21423 25.27171
H 10.56009 11.94614 23.47347
Cl 7.90118 6.97485 20.27344
C 6.23094 7.02138 19.47325
C 6.29301 6.58479 18.00261
Cl 7.05754 4.92758 17.91521
H 5.84872 8.03541 19.59056
H 5.57296 6.38885 20.06912
H 6.74105 7.33690 17.35324
H 5.26280 6.47177 17.66499
Cl 11.13583 7.97236 12.85273
C 10.79991 8.81069 14.39514
C 9.41607 9.49050 14.36007
Cl 8.00511 8.40577 13.92662
H 11.63602 9.49375 14.54498
H 10.75039 8.11476 15.23259
H 9.35421 10.24138 13.57239
H 9.23547 10.08056 15.25858
Cl 12.72952 9.68490 25.46435
C 14.00292 9.08616 24.46547
C 13.84908 9.24849 22.98682
Cl 14.49689 7.92283 21.96229
H 14.11155 8.02503 24.68977
H 14.94859 9.59083 24.66327
H 14.27093 10.14656 22.53558
H 12.77438 9.22221 22.80672
Cl 9.66554 12.22204 20.59382
C 10.64210 10.77154 20.60469
C 9.96040 9.74357 19.70320
Cl 9.88304 10.21576 17.98469
H 10.59515 10.35843 21.61228
H 11.64588 10.93511 20.21254
H 8.96105 9.46378 20.03653
H 10.60924 8.87149 19.78434
*
```

Atomic partial charges in e from the Mulliken method, atoms 1 to 5: -0.326 -0.453 -0.242 0.718 -0.556



Here is a structure of composition C20H40CoNS3Si3 from the OMol25 dataset. Energies are from ωB97M-V/def2-TZVPD.

Its HOMO energy (alpha / beta) is -14.964 / -14.942 eV.

```
! RIJCOSX wB97M-V def2-TZVPD def2/J DEFGRID3
* xyz 2 1
Co -0.90396 -0.23044 0.22439
C 3.28267 -0.44643 2.04735
Si 1.49192 0.01810 1.80382
C 0.37287 -1.24294 2.66686
C 1.24455 1.60373 2.77258
C 1.07436 0.00582 -0.09324
Si 2.15233 -1.28188 -1.04123
C 3.85563 -0.55529 -1.32191
C 2.34638 -2.92544 -0.13996
C 1.49651 -1.61798 -2.77280
Si 1.29014 1.73353 -0.79503
C 2.84611 2.64915 -0.32742
C 1.04619 1.86222 -2.64141
C -0.14396 2.55543 0.14385
C -0.27442 3.92325 0.35110
C -1.26753 4.42252 1.17504
C -2.11393 3.52377 1.80754
C -1.95401 2.17800 1.56094
N -1.00796 1.69292 0.73487
H 3.45830 -0.48753 3.12613
H 3.93059 0.33609 1.64865
H 3.59086 -1.39707 1.62164
H 0.54615 -1.11719 3.73958
H 0.63744 -2.26780 2.40856
H -0.70619 -1.10242 2.53886
H 1.82191 1.47579 3.69310
H 0.21019 1.77103 3.07140
H 1.61301 2.50916 2.29521
H 4.41328 -0.33441 -0.41382
H 3.83146 0.34095 -1.94308
H 4.42794 -1.30302 -1.87941
H 2.12298 -2.89697 0.92558
H 3.38638 -3.24792 -0.23424
H 1.73068 -3.70618 -0.58786
H 2.10674 -1.09579 -3.51107
H 0.47417 -1.28320 -2.92354
H 1.54660 -2.68383 -3.00419
H 3.73244 2.19970 -0.77204
H 3.00582 2.70582 0.74877
H 2.78765 3.67290 -0.70760
H 1.86039 1.36723 -3.17378
H 1.06068 2.91323 -2.94026
H 0.10710 1.43962 -2.99105
H 0.42837 4.59566 -0.12372
H -1.36805 5.48688 1.34137
H -2.88440 3.85421 2.48968
H -2.58631 1.46099 2.06668
C -4.20331 -0.30558 -0.12460
C -3.59901 0.78291 -0.98134
S -1.94312 0.41866 -1.61350
C -2.16361 -1.07383 -2.61409
C -2.13625 -2.39309 -1.85365
S -0.91267 -2.39431 -0.49381
C -1.83104 -3.23833 0.81327
C -3.14780 -2.57773 1.20633
S -3.05826 -0.75962 1.21809
H -4.41705 -1.19780 -0.70767
H -5.14249 0.03828 0.30814
H -3.45544 1.70577 -0.41856
H -4.23765 1.03152 -1.83068
H -1.34039 -1.02725 -3.32303
H -3.07672 -0.96208 -3.20116
H -1.84195 -3.18957 -2.53719
H -3.10503 -2.65852 -1.43887
H -1.13493 -3.23535 1.64885
H -1.97699 -4.27981 0.52466
H -3.42879 -2.90344 2.20723
H -3.96758 -2.85477 0.54666
*
```

Atomic partial charges in e from the Mulliken method, atoms 1 to 5: -0.995 -1.200 0.312 -0.859 -1.260



Here is a structure of composition C20H40Cu2N4O26S3 from the OMol25 dataset. Energies are from ωB97M-V/def2-TZVPD.

Its expectation value of S² is 0.76. Its HOMO energy (alpha / beta) is -1.818 / -5.322 eV.

```
! RIJCOSX wB97M-V def2-TZVPD def2/J DEFGRID3
* xyz -1 2
Cu 1.55849 -1.61587 -0.13470
Cu 0.41934 -0.86470 2.71601
O -0.84956 -1.69682 0.72771
C -1.15821 -0.38322 0.32299
C -0.01535 0.68430 0.08001
O 1.12294 0.73565 0.91466
H -1.86303 0.00406 1.05875
H -1.88077 -0.31550 -0.49029
H -0.56326 1.59897 -0.14640
H 0.35622 0.59203 -0.94054
C -2.54061 -1.93914 -3.20957
N -3.48134 -3.06719 -3.52771
O -3.90633 -3.11608 -4.64060
O -3.63523 -3.92317 -2.69023
H -2.26778 -2.10821 -2.16790
H -2.94509 -0.94205 -3.38365
H -1.72454 -2.14557 -3.90204
C -0.66605 3.62012 2.63661
N -0.98351 4.34142 1.38576
O -1.98716 3.88721 0.77492
O -0.23048 5.25844 1.04467
H 0.09669 2.93890 2.25944
H -1.58884 3.19963 3.03630
H -0.33396 4.44480 3.26726
C 0.26583 3.53133 -2.94843
N 1.51321 3.25497 -3.68227
O 1.44436 2.61033 -4.71516
O 2.59366 3.69890 -3.29896
H -0.04240 2.58553 -2.50283
H -0.47001 3.81142 -3.70222
H 0.43138 4.29775 -2.19127
C 3.05452 3.70424 1.39178
N 4.14340 4.61213 0.82369
O 4.19668 4.70794 -0.37779
O 4.75281 5.25632 1.62757
H 2.12226 4.25025 1.53617
H 3.39517 3.36950 2.37158
H 2.83427 2.79164 0.83793
O 2.60873 -0.58579 3.53074
C 3.74571 -0.16604 3.31101
O 4.64789 0.05782 4.28129
C 5.87836 0.36378 3.70373
C 5.50831 0.89495 2.31082
C 4.31834 0.07271 1.95599
H 6.42694 -0.57740 3.66724
H 6.27781 1.15410 4.33928
H 6.25410 0.83654 1.51804
H 5.13135 1.91026 2.43390
H 4.68445 -0.83181 1.47029
H 3.56648 0.55959 1.33490
O 3.33631 -1.19570 -1.56587
C 3.89264 -0.18878 -1.97919
O 4.69196 -0.29687 -3.00679
C 5.06437 0.98402 -3.48531
C 4.93589 1.83743 -2.21992
C 3.66559 1.32647 -1.61025
H 4.48013 1.38758 -4.31231
H 6.11845 0.91109 -3.75306
H 4.77067 2.88778 -2.45982
H 5.78430 1.80978 -1.53615
H 2.79822 1.68801 -2.16257
H 3.49839 1.45733 -0.54113
C -4.73558 -1.41644 2.61333
C -3.56120 -2.42235 2.62880
O -3.94827 -3.40396 3.55923
S -4.60174 -2.70362 4.85013
O -3.58154 -2.06509 5.61009
O -5.52997 -3.60874 5.52632
O -5.38278 -1.52476 3.91048
H -5.38821 -1.77040 1.81528
H -4.42553 -0.39247 2.40484
H -2.62518 -1.98441 2.97547
H -3.37635 -2.92830 1.68120
C -0.44218 -5.49975 -0.32200
C -1.87226 -5.06081 -0.02708
O -2.58237 -6.27355 0.19093
S -1.70090 -7.63517 0.02511
O -1.63651 -8.02963 -1.43753
O -1.91490 -8.55441 1.14807
O -0.34090 -6.74470 0.28753
H 0.24165 -4.76947 0.11062
H -0.23230 -5.60163 -1.38675
H -2.31097 -4.48004 -0.83846
H -1.94586 -4.45135 0.87362
C -3.99072 1.67435 -1.16897
C -4.74032 0.35817 -1.21243
O -5.36306 0.24167 -2.48452
S -5.25863 1.65757 -3.36012
O -6.65092 1.91222 -3.83250
O -4.17647 1.55365 -4.35916
O -4.80252 2.51765 -1.96072
H -2.96358 1.67995 -1.53374
H -3.81710 1.97517 -0.13578
H -5.51140 0.28802 -0.44521
H -4.08481 -0.50442 -1.09261
*
```

Atomic partial charges in e from the Mulliken method, atoms 1 to 5: -0.034 -0.099 -0.513 -0.098 -0.211



Here is the ion C20H40N3O3 with charge +1 from the OMol25 dataset. Energies are from ωB97M-V/def2-TZVPD.

Its HOMO energy is -12.633 eV. As for the structure (SMILES): CCCCCCCCCCCn1cc[n+](CNC)c1COCOCCO.

```
! RIJCOSX wB97M-V def2-TZVPD def2/J DEFGRID3
* xyz 1 1
C 2.81570 -1.48569 1.74276
C 2.33151 -2.84163 1.18030
C 1.25631 -2.71282 0.08559
C -0.18372 -2.76293 0.58794
C -0.61279 -1.49274 1.33698
C -0.49597 -1.60898 2.85435
C -0.31870 -0.26836 3.55759
C -1.58511 0.59805 3.57148
C -1.73647 1.55044 2.37172
C -0.45618 2.24088 1.93983
C -0.65497 3.16549 0.70102
N 0.43818 2.89619 -0.26158
C 1.63741 3.56877 -0.37516
C 2.31545 2.93972 -1.32568
N 1.56288 1.91353 -1.80171
C 1.91381 0.93753 -2.84215
N 3.30623 1.02876 -3.19648
C 4.19522 0.58647 -2.10500
C 0.39546 1.91430 -1.14207
C -0.73157 0.98472 -1.37146
O -1.77056 1.71911 -2.00065
C -3.07477 1.30428 -1.65521
O -3.52323 0.31600 -2.53376
C -3.67530 -0.98975 -1.96856
C -3.22233 -2.00195 -3.01333
O -3.34115 -3.30226 -2.44904
H 2.58510 -1.40330 2.80302
H 3.89463 -1.41579 1.66427
H 2.36802 -0.63352 1.23347
H 1.91973 -3.45000 1.98004
H 3.19368 -3.34536 0.75915
H 1.41658 -1.77290 -0.45368
H 1.43887 -3.49936 -0.64301
H -0.82087 -2.94026 -0.27868
H -0.30803 -3.64213 1.21697
H -0.01928 -0.67654 0.92363
H -1.66854 -1.35278 1.09507
H 0.40561 -2.18226 3.06982
H -1.30322 -2.18848 3.29048
H 0.55794 0.22827 3.14965
H -0.07134 -0.49311 4.59342
H -2.43089 -0.08534 3.52914
H -1.67437 1.13189 4.51237
H -2.23421 1.03252 1.55598
H -2.43259 2.33505 2.67305
H -0.09485 2.87539 2.74146
H 0.29276 1.50605 1.66307
H -0.53780 4.20106 0.98679
H -1.61066 3.00353 0.22804
H 1.91227 4.40300 0.23369
H 3.30443 3.19009 -1.65101
H 1.69359 -0.05677 -2.43264
H 1.24779 1.07044 -3.68889
H 3.43594 0.35071 -3.93758
H 4.35881 -0.49236 -2.08658
H 5.16740 1.04376 -2.25496
H 3.84813 0.88127 -1.12031
H -0.42506 0.19775 -2.05935
H -1.04269 0.49969 -0.44867
H -3.72440 2.16645 -1.77205
H -3.13788 0.95213 -0.62469
H -3.05167 -1.14346 -1.08455
H -4.72006 -1.15046 -1.72263
H -2.18640 -1.77273 -3.25833
H -3.87332 -1.89520 -3.87571
H -2.45846 -3.67413 -2.39699
*
```

Atomic partial charges in e from the Mulliken method, atoms 1 to 5: -0.726 -0.731 -0.218 -0.898 1.813



Here is a structure of composition C20H40NP3S2Tc from the OMol25 dataset. Energies are from ωB97M-V/def2-TZVPD.

Its expectation value of S² is 3.79. Its HOMO energy (alpha / beta) is -20.956 / -21.381 eV. The value obtained for the energy above the lowest of the compared OMol25 structures with the same formula, charge and spin is 0.952 eV.

```
! RIJCOSX wB97M-V def2-TZVPD def2/J DEFGRID3
* xyz 4 4
Tc -0.25396 -0.21180 0.42828
P -1.94359 0.91398 1.35508
P 0.66620 -1.17601 2.20095
P -1.46664 -1.93577 -0.26507
H -0.32628 0.41034 -4.06595
C -0.68302 0.78517 -3.10733
C -2.07081 1.38141 -3.30011
H -2.52136 0.96731 -4.19539
C -1.71899 2.68366 1.75455
C -2.55124 0.34800 2.98278
C -3.49483 1.02169 0.39607
C 2.20575 -2.07189 1.82599
C 1.21047 -0.02295 3.49335
C -0.21124 -2.41657 3.19786
C -2.45719 -1.85871 -1.78473
C -2.68380 -2.71300 0.83914
C -0.35277 -3.33868 -0.59815
H -0.67970 -0.01888 -2.37749
H -2.70275 1.25704 -2.44943
H -1.36432 3.22753 0.87111
H -0.98911 2.80147 2.56543
H -2.68209 3.10355 2.07347
H -1.76644 0.43270 3.74108
H -2.90909 -0.68415 2.95529
H -3.38225 1.00198 3.27140
H -3.29739 1.35299 -0.62827
H -4.13921 1.76294 0.88319
H -4.02250 0.06373 0.36231
H 2.48363 -2.59928 2.74676
H 2.99002 -1.36134 1.53961
H 2.04946 -2.78528 1.00686
H 1.44183 -0.64095 4.37007
H 0.42659 0.69926 3.74938
H 2.10811 0.52040 3.17736
H 0.43990 -2.60467 4.06116
H -0.35593 -3.34948 2.63885
H -1.17698 -2.02894 3.54304
H -3.01407 -2.78178 -1.98486
H -1.76204 -1.72723 -2.61559
H -3.16778 -1.02608 -1.79612
H -3.12004 -3.58049 0.34127
H -3.49048 -2.02440 1.08241
H -2.22739 -3.04938 1.76600
H -0.83368 -4.11092 -1.19909
H -0.02011 -3.80619 0.33038
H 0.53561 -3.00641 -1.13605
C 1.69677 1.59988 -2.71568
C 1.94259 0.23278 -2.94661
C 3.22751 -0.19075 -3.29083
C 4.25410 0.76576 -3.38714
C 4.01795 2.10585 -3.06591
C 2.75460 2.51404 -2.70721
S 0.09323 2.31295 -2.72301
H -1.86549 2.45512 -3.48914
H 1.16238 -0.50847 -2.86596
H 3.43324 -1.24071 -3.48716
H 5.23464 0.46823 -3.77867
H 4.82071 2.85064 -3.11599
H 2.52921 3.55730 -2.45743
S 4.09609 1.59543 0.67177
C 2.97108 2.86333 1.14431
C 1.66900 2.46382 0.97881
N 1.54527 1.14657 0.51489
C 2.74726 0.63699 0.23515
H 3.29294 3.83787 1.49106
H 0.77271 3.07028 1.19631
H 2.88573 -0.34084 -0.24843
*
```

Atomic partial charges in e from the Mulliken method, atoms 1 to 5: 0.220 1.114 0.942 0.749 0.742